one | {
  "formula": "C6H5N3O2",
  "method": "the ωB97M-V functional and the def2-TZVPD basis",
  "homo_ev": -8.84,
  "symbols": ["O", "O", "N", "N", "N", "C", "C", "C", "C", "C", "C", "H", "H", "H", "H", "H"],
  "coordinates": [[2.759, -0.018, 0.758], [2.441, -2.035, -0.265], [-2.485, -1.359, 0.825], [0.551, 2.157, 0.355], [0.142, 0.415, -0.966], [0.827, 1.508, -0.819], [2.665, -1.002, 0.223], [-1.513, -0.750, 0.362], [-0.637, 0.304, 0.124], [-2.083, -1.938, -0.567], [-0.419, 1.420, 0.925], [1.291, 2.628, 0.886], [1.614, 1.830, -1.540], [-2.851, -2.093, -1.668], [-1.531, -2.951, -0.487], [-0.771, 1.884, 1.853]]
}



two | {
  "formula": "C6H5N3O2",
  "method": "the ωB97M-V functional and the def2-TZVPD basis",
  "homo_ev": -9.41,
  "symbols": ["O", "O", "N", "N", "N", "C", "C", "C", "C", "C", "C", "H", "H", "H", "H", "H"],
  "coordinates": [[2.382, -0.521, -1.840], [0.538, -2.532, -0.646], [0.322, -0.984, -0.880], [-1.530, -0.745, 0.753], [1.060, 1.059, -0.707], [1.416, -0.138, -1.220], [0.195, 0.919, 0.443], [-0.642, 1.925, 0.958], [-1.799, 1.565, 1.724], [-0.361, -0.378, 0.289], [-2.246, 0.251, 1.413], [2.561, 1.595, -0.261], [2.064, -2.701, -0.305], [-2.426, 2.425, 2.025], [-3.150, -0.220, 1.876], [-0.753, 3.160, 0.748]]
}



Relative energies with respect to the most stable structure, expressed in kcal/mol: one 0.0; two 139.9.



one | {
  "formula": "C38H42Cl3N4O2SbSe5Ti",
  "method": "the ωB97M-V functional and the def2-TZVPD basis",
  "homo_ev": -0.75,
  "total_charge": -2,
  "symbols": ["Sb", "Se", "Se", "Se", "Se", "Se", "Ti", "Cl", "Cl", "Cl", "O", "O", "N", "N", "N", "N", "C", "C", "C", "C", "C", "C", "C", "C", "C", "C", "C", "C", "C", "C", "C", "C", "C", "C", "C", "C", "C", "C", "C", "C", "C", "C", "C", "C", "C", "C", "C", "C", "C", "C", "C", "C", "C", "C", "H", "H", "H", "H", "H", "H", "H", "H", "H", "H", "H", "H", "H", "H", "H", "H", "H", "H", "H", "H", "H", "H", "H", "H", "H", "H", "H", "H", "H", "H", "H", "H", "H", "H", "H", "H", "H", "H", "H", "H", "H", "H"],
  "coordinates": [[-0.480, 2.151, -4.930], [-2.354, 3.738, -5.027], [1.283, 3.849, -4.754], [-0.468, 0.692, -2.879], [-0.257, -1.197, -3.967], [0.787, 1.264, 0.164], [-0.381, -1.238, -1.602], [-2.371, -6.071, 3.514], [-0.034, -1.864, 1.059], [-2.921, -5.359, -1.800], [-2.551, -0.973, -1.732], [-1.187, -3.010, -1.332], [-1.561, 2.479, 1.287], [-0.324, 1.370, 2.754], [2.989, 1.663, -2.827], [2.711, 0.364, -2.997], [-1.257, -4.007, 2.167], [-2.110, -0.497, -0.685], [-4.646, 2.421, -1.453], [1.906, -6.328, -2.203], [4.208, 2.011, -3.276], [-2.039, -5.145, 2.076], [0.946, -5.571, -2.900], [-0.403, 1.766, 1.440], [4.715, 3.409, -3.248], [-3.464, 3.014, 2.899], [-0.992, -3.300, 1.011], [-3.891, 2.756, 4.194], [2.179, 2.907, 3.948], [-3.122, 2.019, 5.087], [1.561, -2.096, -1.543], [-2.273, -4.839, -0.282], [-3.121, -0.362, 0.435], [3.595, -2.300, -0.164], [-2.238, 2.498, 2.497], [1.700, -3.511, -1.811], [-1.460, 1.777, 3.415], [-3.159, 3.918, -0.025], [-1.465, -3.675, -0.270], [0.864, -4.217, -2.717], [2.564, -1.553, -0.759], [-1.883, 1.522, 4.709], [3.883, -1.593, -3.938], [-1.876, 3.103, 0.002], [0.845, 0.773, 3.361], [1.482, 1.639, 4.450], [2.717, -4.291, -1.172], [1.223, 4.034, 3.557], [4.771, 0.847, -3.751], [2.785, -5.690, -1.378], [3.791, -0.151, -3.565], [3.652, -3.652, -0.332], [-2.550, -5.564, 0.859], [-4.441, 3.073, -0.094], [3.559, -6.245, -0.859], [-2.651, -0.172, 1.400], [0.506, 4.229, 4.358], [-4.429, 2.312, 0.694], [2.212, 1.010, 4.964], [-4.085, 3.587, 2.230], [-1.027, 3.726, -0.285], [0.574, -0.199, 3.780], [2.817, 2.663, 3.095], [4.600, -1.732, -4.748], [-5.292, 3.733, 0.109], [-1.932, 2.316, -0.755], [0.721, 1.925, 5.182], [4.196, -2.205, -3.087], [2.831, 3.265, 4.750], [1.565, 0.605, 2.561], [-1.287, 0.928, 5.388], [1.784, 4.950, 3.366], [2.262, 2.293, -2.522], [2.909, -1.953, -4.270], [-0.857, -3.681, 3.116], [-3.162, -6.452, 0.786], [2.583, -0.487, -0.581], [-3.698, -1.287, 0.487], [1.955, -7.401, -2.348], [-3.806, 0.456, 0.198], [5.740, 0.728, -4.209], [0.671, 3.793, 2.650], [-3.182, 4.596, 0.834], [0.121, -3.701, -3.306], [-3.839, 1.730, -1.703], [-4.861, 3.120, 4.509], [5.802, 3.414, -3.327], [-3.494, 1.822, 6.084], [-4.671, 3.164, -2.246], [4.404, -4.253, 0.170], [4.321, -1.795, 0.464], [4.262, 3.960, -4.077], [-3.105, 4.527, -0.930], [4.413, 3.911, -2.328], [-5.581, 1.860, -1.480], [0.272, -6.065, -3.590]]
}



two | {
  "formula": "C38H42Cl3N4O2SbSe5Ti",
  "method": "the ωB97M-V functional and the def2-TZVPD basis",
  "homo_ev": -0.62,
  "total_charge": -2,
  "symbols": ["Sb", "Se", "Se", "Se", "Se", "Se", "Ti", "Cl", "Cl", "Cl", "O", "O", "N", "N", "N", "N", "C", "C", "C", "C", "C", "C", "C", "C", "C", "C", "C", "C", "C", "C", "C", "C", "C", "C", "C", "C", "C", "C", "C", "C", "C", "C", "C", "C", "C", "C", "C", "C", "C", "C", "C", "C", "C", "C", "H", "H", "H", "H", "H", "H", "H", "H", "H", "H", "H", "H", "H", "H", "H", "H", "H", "H", "H", "H", "H", "H", "H", "H", "H", "H", "H", "H", "H", "H", "H", "H", "H", "H", "H", "H", "H", "H", "H", "H", "H", "H"],
  "coordinates": [[-0.302, -1.962, -4.725], [-0.079, 1.525, -1.453], [-2.258, -1.896, -6.172], [-0.292, -0.029, -3.217], [-0.053, -4.296, -4.035], [1.477, -1.776, -6.396], [-0.191, -1.983, -1.785], [-6.791, -0.197, 0.159], [-4.382, -3.216, -3.621], [-1.439, -1.021, 0.225], [1.643, -1.206, -1.188], [-1.924, -2.374, -2.227], [-0.503, 4.094, -0.375], [2.053, -1.742, 1.570], [0.756, -2.006, 1.755], [1.388, 3.182, 0.343], [-1.839, 4.168, -0.928], [4.279, -1.785, 2.653], [-3.025, -1.914, -1.703], [1.685, -1.804, -2.290], [2.320, 5.253, 1.448], [-2.846, 3.346, -0.126], [3.418, 3.735, -2.019], [0.331, -3.851, -0.892], [-0.117, 6.402, 0.568], [0.229, 2.921, -0.356], [0.831, 7.156, 1.254], [-2.602, -6.186, 1.175], [-3.917, 5.117, 1.365], [1.026, -5.469, 1.378], [-3.066, 3.850, 1.299], [3.316, 1.736, -0.424], [-1.971, -4.824, -0.713], [-2.908, -5.578, -0.056], [-4.297, -2.184, -2.257], [1.992, -4.914, 0.590], [-4.128, -0.609, 0.055], [0.185, 5.077, 0.308], [-5.439, -1.652, -1.685], [2.027, 6.595, 1.679], [-0.324, -5.384, 0.972], [0.652, -2.422, 3.006], [2.373, 2.179, 0.695], [4.177, 2.844, -1.035], [2.890, -1.957, -3.129], [-0.670, -2.800, 3.588], [-2.997, -1.147, -0.530], [1.637, -4.107, -0.509], [1.922, -2.434, 3.625], [1.388, 4.503, 0.753], [-1.330, -6.095, 1.669], [-5.343, -0.864, -0.550], [2.802, -1.993, 2.661], [-0.660, -4.645, -0.202], [1.840, 1.301, 1.073], [2.146, -2.725, 4.639], [-4.097, 5.403, 2.403], [-1.134, -3.584, 2.989], [-1.811, 3.796, -1.955], [2.962, 2.587, 1.521], [3.960, 0.967, 0.018], [2.855, -2.930, -3.621], [0.631, 8.201, 1.453], [-0.542, -3.168, 4.606], [1.277, -6.032, 2.271], [2.468, -3.689, -1.069], [3.042, -5.053, 0.831], [4.734, -2.333, 1.825], [-3.423, 5.953, 0.866], [2.750, 1.246, -1.214], [3.811, -1.818, -2.552], [5.000, 2.364, -1.571], [4.611, 3.456, -0.234], [4.111, 4.341, -2.607], [4.717, -2.136, 3.585], [-1.052, -6.615, 2.581], [4.526, -0.728, 2.531], [-1.053, 6.838, 0.244], [-3.353, -6.769, 1.697], [-2.102, 4.032, 1.786], [-4.063, -0.021, 0.960], [-3.793, 3.322, -0.673], [2.849, -1.217, -3.937], [2.737, 4.419, -1.513], [-2.132, 5.219, -0.978], [2.753, 7.210, 2.195], [-1.350, -1.946, 3.607], [-3.567, 3.062, 1.868], [-3.884, -5.728, -0.502], [-2.205, -4.442, -1.696], [-4.881, 4.947, 0.881], [3.248, 4.819, 1.797], [2.355, -1.487, 0.637], [2.844, 3.126, -2.720], [-2.492, 2.315, -0.085], [-6.399, -1.863, -2.134]]
}



Relative energies with respect to the most stable structure, expressed in kcal/mol: one 0.0; two 19.3.



one | {
  "formula": "C4H11N2O",
  "method": "the ωB97M-V functional and the def2-TZVPD basis",
  "homo_ev": [-20.96, -21.06],
  "spin_multiplicity": 2,
  "total_charge": 2,
  "symbols": ["O", "N", "N", "C", "C", "C", "C", "H", "H", "H", "H", "H", "H", "H", "H", "H", "H", "H"],
  "coordinates": [[0.326, -0.631, -1.728], [-1.075, -0.091, -0.016], [2.618, -0.050, -0.530], [-1.855, -1.313, 0.161], [-1.588, 1.143, 0.658], [1.345, 0.451, 0.136], [0.157, -0.132, -0.655], [2.282, -0.499, -1.403], [-0.789, 1.621, 1.218], [-1.359, -2.069, -0.454], [1.288, 0.335, 1.218], [-2.324, 0.766, 1.363], [-2.864, -1.161, -0.233], [-1.880, -1.698, 1.183], [3.175, 0.761, -0.791], [1.415, 1.541, 0.038], [-2.053, 1.799, -0.081], [3.182, -0.774, -0.082]]
}



two | {
  "formula": "C4H11N2O",
  "method": "the ωB97M-V functional and the def2-TZVPD basis",
  "homo_ev": [-21.23, -21.16],
  "spin_multiplicity": 2,
  "total_charge": 2,
  "symbols": ["O", "N", "N", "C", "C", "C", "C", "H", "H", "H", "H", "H", "H", "H", "H", "H", "H", "H"],
  "coordinates": [[0.641, -0.697, 1.312], [-0.895, -0.451, -0.332], [2.694, 0.370, 0.090], [0.353, -0.252, 0.208], [-1.811, 0.676, -0.479], [-1.633, -1.545, 0.313], [1.284, 0.763, -0.407], [3.293, 1.195, 0.284], [1.293, 0.917, -1.491], [-2.587, 0.756, 0.318], [3.167, -0.276, -0.535], [1.037, 1.719, 0.076], [-1.367, 1.666, -0.337], [-1.034, -2.457, 0.072], [-1.797, -1.439, 1.399], [-2.673, -1.622, -0.102], [2.465, -0.044, 1.026], [-2.430, 0.721, -1.417]]
}



Relative energies with respect to the most stable structure, expressed in kcal/mol: one 0.0; two 16.3.